# 1
Molecular formula: C14H23ClFN2O3
Method: DFT, wB97M-V/def2-TZVPD

Structure (XYZ):
```
44
Properties=species:S:1:pos:R:3
H -2.896 2.442 -0.925
H 0.835 -0.746 5.391
Cl -0.774 -2.499 5.679
O 0.341 0.716 -5.527
H -1.143 1.137 1.756
H 0.718 -0.498 -3.935
C -0.595 1.434 -4.846
O -1.559 1.940 -5.373
N 0.257 -1.295 3.448
C 2.015 1.247 -3.797
H 0.449 -2.426 0.466
O -0.593 2.293 -1.049
H -1.753 -0.774 3.890
C -0.055 -2.509 2.566
H 1.254 0.898 1.253
H 0.887 2.704 -2.851
H 2.958 1.052 -3.270
C 1.474 -0.612 2.848
H 1.811 -0.695 0.697
C -1.240 1.896 -2.031
H -3.107 0.857 -1.678
C -2.716 1.863 -1.844
C -0.905 -0.297 3.400
N -0.200 -0.589 1.144
H -2.186 -0.283 1.646
C -1.200 0.065 1.970
H -0.590 0.570 3.982
H 2.275 2.104 -4.448
H -3.236 2.261 -2.717
H 2.100 -0.535 -4.998
H 2.292 -1.342 2.861
C 1.167 -0.179 1.421
C 0.602 -1.669 4.845
F -1.113 -0.046 -3.382
H -0.902 -3.025 3.010
C 0.945 1.613 -2.821
C -0.308 -2.045 1.157
H 1.451 -2.383 4.807
H 1.134 1.248 -1.806
H 1.730 0.235 3.486
C -0.517 1.233 -3.280
H 0.828 -3.156 2.619
C 1.356 0.134 -4.560
H -1.292 -2.338 0.794
```

Values from the calculation:
- Lowest unoccupied orbital energy: -2.668 eV
- HOMO level: -12.12 eV
- E_tot: -1442.2036 hartree
- Energy relative to the best compared isomer or geometry (same formula, charge and spin): 0.411 eV
- Net charge: +1

---

# 2
Molecular formula: C25H35IN2OPbSi2
Method: DFT, wB97M-V/def2-TZVPD

Structure (XYZ):
```
67
Properties=species:S:1:pos:R:3
H -0.934 4.162 -2.574
H 1.367 4.634 -0.096
O -0.519 -2.685 0.595
C -4.162 -0.288 3.413
H -0.209 5.004 1.546
C 2.509 1.422 -0.042
C 0.659 1.037 4.050
H -0.139 5.355 -1.552
C -1.063 4.337 1.406
H 0.783 -3.769 3.491
C 2.291 -2.745 -0.957
H 5.156 -0.093 -1.551
H -2.948 2.029 0.555
H 5.365 3.260 0.505
C -4.023 0.131 4.753
C -0.294 -3.600 1.584
H -1.909 5.261 -1.576
H 4.564 0.955 0.313
H 0.026 -4.582 1.157
C -3.091 -0.270 2.563
C 4.313 3.072 0.318
C 1.549 2.496 -0.126
Pb -0.261 -0.307 -0.201
C 0.820 -3.191 2.558
H -5.123 -0.632 3.054
I -3.506 -0.950 0.633
H 3.719 5.142 0.284
H 1.803 -3.335 2.107
H -1.483 -4.775 3.013
H 2.136 -2.701 -2.042
H -3.431 3.376 -0.489
H -1.063 3.627 2.240
C -1.581 -3.884 2.377
H 3.990 -0.740 -2.703
Si 3.179 -1.198 -0.394
H -0.378 1.257 5.905
H 4.740 -2.547 1.013
H 4.898 -0.818 1.382
C 3.405 4.106 0.201
Si -0.992 3.374 -0.214
C 2.060 3.805 -0.013
N 2.094 0.102 -0.192
C -2.687 2.583 -0.351
H 0.708 -2.131 2.804
H -1.982 4.933 1.457
C 0.550 0.682 2.688
C -0.434 0.982 4.856
H 1.619 1.352 4.446
H 1.311 -2.894 -0.479
C 4.183 -1.613 1.150
H -2.408 -4.034 1.679
H 5.079 -1.841 -1.838
N 0.221 2.204 -0.306
C 4.480 -0.928 -1.743
H 2.905 -3.627 -0.741
C -2.807 0.543 5.195
H -2.672 0.871 6.221
H 1.442 0.761 2.076
H -2.765 1.888 -1.193
C 3.848 1.760 0.201
C -1.779 0.170 2.956
C -0.615 0.242 2.106
C -0.987 4.668 -1.605
H -1.828 -3.027 3.014
H 3.527 -1.728 2.013
C -1.681 0.562 4.332
H -4.884 0.119 5.412
```

Values from the calculation:
- Lowest unoccupied orbital energy: 4.194 eV
- HOMO level: -0.49 eV
- E_tot: -2228.0255 hartree
- Net charge: -2

---

# 3
Molecular formula: C4H12N2O
Method: DFT, wB97M-V/def2-TZVPD

Structure (XYZ):
```
19
Properties=species:S:1:pos:R:3
H -1.175 1.285 -2.079
H 1.312 3.508 1.698
H 0.532 -2.649 0.414
C -0.740 -1.156 1.489
H -1.132 -1.022 -2.496
C 0.487 0.081 -1.461
H -1.966 -1.544 -1.362
H -1.777 -1.553 1.375
H 0.362 2.010 -1.809
C 0.293 -1.527 0.439
H 1.870 3.480 3.185
H -0.330 -1.384 2.412
N -0.087 1.139 -2.345
H 1.397 0.331 -0.945
N -1.059 -1.703 -1.811
H -0.914 -0.006 1.225
C -0.088 -1.062 -0.974
O 1.742 2.859 2.452
H 1.274 -1.088 0.592
```

Values from the calculation:
- SMILES: CC/C(N)=C/N.O
- Lowest unoccupied orbital energy: 0.402 eV
- HOMO level: -7.73 eV
- E_tot: -344.2542 hartree
- Energy relative to the best compared isomer or geometry (same formula, charge and spin): 3.561 eV
- Net charge: 0

---

# 4
Molecular formula: C7H13O
Method: DFT, wB97M-V/def2-TZVPD

Structure (XYZ):
```
21
Properties=species:S:1:pos:R:3
C 1.294 -1.724 -0.087
H -0.873 0.692 0.112
H -0.640 3.254 1.869
C 0.506 1.548 2.257
C -2.122 2.416 -0.173
H 2.389 -1.572 0.104
H -0.871 -1.777 -1.721
H 1.993 -2.828 -1.837
C -1.178 1.692 0.441
H 1.006 -2.632 0.496
H -2.691 1.965 -0.976
C 1.237 -2.058 -1.610
C -0.146 -2.519 -2.065
H -0.248 -2.660 -3.142
H 0.965 2.010 3.123
O 0.530 -0.648 0.212
H -0.384 -3.466 -1.564
H 1.509 -1.131 -2.121
H 0.827 0.601 1.808
H -2.338 3.447 0.088
C -0.392 2.240 1.542
```

Values from the calculation:
- Lowest unoccupied orbital energy: 4.042 eV
- HOMO level: -2.88 eV
- E_tot: -349.6984 hartree
- Energy relative to the best compared isomer or geometry (same formula, charge and spin): 0.637 eV
- Net charge: -1